Molecular formula: C20H60BF4O20
Method: DFT, ωB97M-V with the def2-TZVPD basis set

Values from the calculation:
- E_HOMO: -6.603 eV
- Frontier orbital gap: 8.90 eV
- Energy relative to the best compared isomer or geometry (same formula, charge and spin): 3.301 eV
- Total charge: -1
- E_LUMO: 2.299 eV

Geometry (Å):
1 B -0.48153 0.44394 -0.12462
2 F -1.48857 1.28296 -0.54352
3 F 0.61536 1.11326 0.49693
4 F -0.98778 -0.38598 0.84958
5 F -0.09100 -0.35028 -1.08186
6 C 0.00266 1.79857 4.67879
7 C -0.67417 1.53863 3.33136
8 O -2.01448 2.18058 3.25153
9 O -0.05776 3.15520 5.02629
10 H 1.03131 1.44076 4.63460
11 H -0.43385 1.19661 5.47578
12 H -0.80883 0.45818 3.28033
13 H 0.05203 1.81205 2.56587
14 H -2.19211 2.53505 2.37723
15 H -0.96117 3.35696 4.77184
16 C 2.89459 -1.33414 1.27416
17 C 3.66315 -2.68634 0.87975
18 O 3.69130 -3.72840 1.82290
19 O 1.56239 -1.62752 1.58998
20 H 3.03808 -0.59553 0.48552
21 H 3.21918 -0.92953 2.23282
22 H 4.69884 -2.40494 0.68930
23 H 3.21080 -3.09862 -0.02220
24 H 4.55550 -4.10453 1.64044
25 H 1.04042 -0.89376 1.25722
26 C -0.12137 4.88501 0.45299
27 C -1.52829 4.64526 -0.09548
28 O -2.15555 3.46746 0.51785
29 O 0.68236 4.06679 -0.31764
30 H -0.07105 4.80220 1.53867
31 H 0.21765 5.92015 0.41233
32 H -1.60263 4.46234 -1.16745
33 H -2.19094 5.47939 0.13519
34 H -1.82742 2.66726 0.10117
35 H 0.53194 3.13563 -0.13896
36 C 1.20236 2.61219 -3.42052
37 C -0.16331 1.99830 -3.67367
38 O -0.55439 1.93850 -4.97828
39 O 1.16549 3.99919 -3.47675
40 H 1.89657 2.25238 -4.17993
41 H 1.42499 2.15650 -2.45570
42 H -0.89426 2.63444 -3.17453
43 H -0.34711 1.00262 -3.27001
44 H -1.00693 2.78228 -5.04784
45 H 0.96435 4.48991 -2.67655
46 C 0.86119 -5.06037 -0.76475
47 C 0.23187 -3.66197 -0.80996
48 O -0.42688 -3.48662 0.54753
49 O 1.87599 -5.17059 0.30589
50 H 1.19719 -5.38121 -1.75078
51 H 0.08354 -5.80006 -0.57443
52 H -0.59160 -3.65846 -1.52409
53 H 0.89183 -2.87799 -1.18133
54 H -1.20026 -2.91791 0.54009
55 H 2.55616 -5.77094 -0.00804
56 C 3.61243 -2.48624 -3.02830
57 C 2.51631 -1.36607 -2.98876
58 O 2.75301 -0.31084 -2.08190
59 O 2.89339 -3.64941 -3.15182
60 H 4.24988 -2.36309 -2.15275
61 H 4.15791 -2.26837 -3.94650
62 H 1.56998 -1.85601 -2.75958
63 H 2.39825 -0.92902 -3.98030
64 H 2.03768 0.00434 -1.52461
65 H 3.57492 -4.25531 -3.45182
66 C -2.55175 -1.29057 -3.34990
67 C -1.51377 -2.02248 -4.21247
68 O -2.06439 -3.18222 -4.96618
69 O -3.13381 -0.14103 -4.00336
70 H -2.32206 -1.10442 -2.30076
71 H -3.42034 -1.92103 -3.15973
72 H -0.75244 -2.48552 -3.58471
73 H -1.01448 -1.30746 -4.86634
74 H -2.02548 -2.80836 -5.84954
75 H -2.85979 0.67606 -3.58043
76 C 4.15982 3.06835 2.13770
77 C 4.81781 4.53019 2.18868
78 O 4.02096 5.76203 2.07195
79 O 3.60954 2.74723 0.88158
80 H 3.31769 3.03269 2.82882
81 H 4.87218 2.27319 2.35761
82 H 5.52725 4.68888 1.37651
83 H 5.49453 4.63202 3.03708
84 H 3.44510 5.91784 2.82408
85 H 2.72958 3.09594 0.72135
86 C -2.31248 -2.63574 3.93118
87 C -2.85007 -3.94732 3.24392
88 O -1.83150 -4.95026 3.42750
89 O -1.17370 -2.19511 3.11970
90 H -1.97898 -3.05161 4.88194
91 H -3.16749 -2.02659 4.22444
92 H -3.11053 -3.93252 2.18560
93 H -3.77349 -4.33132 3.67743
94 H -2.22778 -5.79066 3.66891
95 H -1.32459 -1.61874 2.36695
96 C -4.42129 0.62275 0.66025
97 C -5.43795 0.65282 -0.56917
98 O -6.17704 -0.55791 -0.65996
99 O -5.11294 0.15558 1.76160
100 H -4.00263 1.62561 0.74451
101 H -3.55817 -0.01519 0.47010
102 H -4.98313 0.88840 -1.53132
103 H -6.12400 1.49721 -0.50259
104 H -6.24858 -0.80744 0.26427
105 H -4.46994 -0.04860 2.44458


Molecular formula: C20H60BrN5O5
Method: DFT, ωB97M-V with the def2-TZVPD basis set

Values from the calculation:
- E_HOMO: -18.005 eV
- Frontier orbital gap: 8.81 eV
- Energy relative to the best compared isomer or geometry (same formula, charge and spin): 1.243 eV
- Total charge: +4
- E_LUMO: -9.200 eV

Geometry (Å):
1 C 0.05055 -3.18307 4.45651
2 C 0.51804 -2.13800 3.34374
3 C 2.05767 -2.23947 3.06824
4 O 2.44081 -1.34166 2.05677
5 C 3.85606 -1.10922 2.00653
6 N -0.16895 -2.32337 2.01841
7 H -1.15409 -2.52268 2.11778
8 H -0.16570 -1.41844 1.56987
9 H 0.27731 -3.10142 1.55409
10 H 0.32159 -4.19498 4.15539
11 H -1.01714 -3.20206 4.67506
12 H 0.66794 -3.00081 5.33612
13 H 0.17716 -1.12603 3.56239
14 H 2.42026 -3.25952 2.94117
15 H 2.55316 -1.83452 3.95063
16 H 4.37930 -2.05904 1.89625
17 H 4.29745 -0.66844 2.90040
18 H 4.09775 -0.52172 1.12079
19 C 2.02322 -1.31491 -2.92830
20 C 3.03431 -1.00703 -1.79751
21 C 4.45717 -1.55013 -2.10146
22 O 5.42286 -1.16865 -1.02617
23 C 6.61240 -2.00626 -0.94067
24 N 3.16106 0.51973 -1.67462
25 H 2.46179 0.95452 -1.08974
26 H 4.03713 0.78815 -1.24969
27 H 2.97673 0.92290 -2.58213
28 H 1.89128 -2.39020 -3.04847
29 H 2.36690 -0.87249 -3.86332
30 H 1.01365 -0.96282 -2.71642
31 H 2.65659 -1.22224 -0.79795
32 H 4.86504 -1.01706 -2.96028
33 H 4.43903 -2.63234 -2.23027
34 H 6.44031 -3.07787 -0.83999
35 H 7.24132 -1.51735 -0.19668
36 H 7.24379 -1.91627 -1.82461
37 C 2.07352 4.79394 2.51547
38 C 1.90303 3.86891 3.73274
39 C 0.53054 3.95629 4.46803
40 O -0.51743 3.59562 3.50661
41 C -1.22208 4.70735 3.05234
42 N 2.14115 2.39615 3.36614
43 H 1.32684 2.08072 2.85869
44 H 2.99152 2.33790 2.82432
45 H 2.32255 1.85234 4.19769
46 H 1.40275 4.44529 1.73023
47 H 3.10524 4.95599 2.20339
48 H 1.73530 5.81985 2.66112
49 H 2.60101 4.14643 4.52262
50 H 0.46304 4.98304 4.82764
51 H 0.55076 3.25344 5.30091
52 H -0.65058 5.37189 2.40437
53 H -1.57711 5.28852 3.90340
54 H -2.09864 4.36049 2.50514
55 C -2.30946 3.28789 -1.14415
56 C -2.61254 2.88290 -2.52186
57 C -4.03244 2.54416 -2.67950
58 O -4.25662 2.32380 -4.04666
59 C -5.52610 1.72680 -4.27764
60 N -2.19748 3.96023 -3.45089
61 H -1.19421 3.87915 -3.53442
62 H -2.48967 4.00419 -4.41670
63 H -2.46038 4.82464 -2.99946
64 H -1.32042 3.74586 -1.13109
65 H -2.36220 2.46812 -0.42771
66 H -2.92689 4.11280 -0.78860
67 H -1.95791 2.06483 -2.82241
68 H -4.68800 3.32995 -2.30417
69 H -4.29444 1.65487 -2.10625
70 H -5.52051 0.84438 -3.63780
71 H -5.60593 1.50937 -5.34275
72 H -6.28215 2.45834 -3.99243
73 C -2.83994 -5.85673 -2.32863
74 C -2.73759 -4.67299 -1.27454
75 C -2.41758 -3.29640 -2.01101
76 O -2.56815 -2.18827 -1.10076
77 C -2.47119 -0.86028 -1.56815
78 N -4.04523 -4.57373 -0.50504
79 H -4.17923 -5.38124 0.08663
80 H -4.12506 -3.77705 0.11062
81 H -4.82410 -4.57832 -1.14804
82 H -2.89890 -6.86428 -1.91698
83 H -2.06380 -5.78633 -3.09070
84 H -3.79633 -5.74473 -2.83939
85 H -2.01028 -4.82963 -0.47793
86 H -3.13455 -3.23826 -2.82996
87 H -1.41967 -3.24615 -2.44663
88 H -3.45641 -0.53810 -1.90526
89 H -1.75957 -0.62983 -2.36099
90 H -2.32319 -0.15293 -0.75216
91 Br 0.07266 1.09339 0.54097


Molecular formula: C20H60Cl3HfN10O6P3
Method: DFT, ωB97M-V with the def2-TZVPD basis set

Values from the calculation:
- E_HOMO: -8.151 eV
- Frontier orbital gap: 8.89 eV
- Energy relative to the best compared isomer or geometry (same formula, charge and spin): 0.000 eV
- Total charge: 0
- E_LUMO: 0.738 eV

Geometry (Å):
1 Hf 0.52226 -0.17120 -0.34031
2 Cl -2.13998 0.01890 -0.32247
3 Cl 2.78925 0.13347 0.97901
4 Cl 0.84793 -2.79980 -0.60029
5 C 0.86048 2.48401 -2.55199
6 O 1.00164 1.63922 -1.46948
7 H 0.12284 3.26805 -2.34820
8 H 1.84312 2.89613 -2.81825
9 H 0.52725 1.94013 -3.45477
10 O -0.08735 -0.72042 -2.53286
11 P -0.36956 -1.06519 -3.93657
12 N 0.88769 -1.03408 -5.01056
13 C 1.79829 -2.16005 -5.11798
14 C 1.34654 0.20430 -5.57947
15 N -1.43210 0.01231 -4.60870
16 C -1.86120 -0.06334 -5.99672
17 C -2.16551 0.99747 -3.81802
18 N -0.96999 -2.60509 -4.04858
19 C -1.31445 -3.24887 -5.29870
20 C -1.79865 -3.05560 -2.92204
21 H 2.80482 -1.88270 -4.79786
22 H 1.86847 -2.51123 -6.15725
23 H 1.39765 -3.02710 -4.59529
24 H 0.51541 0.84021 -5.87904
25 H 1.91374 0.07178 -6.50995
26 H 2.04206 0.79218 -4.96910
27 H -1.35505 -0.87417 -6.51207
28 H -2.93962 -0.24581 -6.03137
29 H -1.63600 0.88454 -6.49662
30 H -1.81575 2.00075 -4.08075
31 H -3.23212 0.90640 -4.04263
32 H -2.03592 0.81885 -2.75345
33 H -1.40212 -4.32442 -5.15506
34 H -2.19455 -2.83550 -5.80166
35 H -0.50823 -3.11788 -6.02897
36 H -1.25074 -3.74364 -2.27776
37 H -2.70652 -3.53228 -3.29690
38 H -2.15503 -2.24000 -2.28729
39 O -0.10141 -1.07217 1.79146
40 P -0.38268 -1.97103 2.93166
41 N -1.83437 -2.75396 2.89908
42 C -3.05562 -1.96636 3.01875
43 C -1.92813 -3.85688 1.93305
44 N -0.28743 -1.14540 4.37031
45 C 0.85267 -0.27984 4.57061
46 C -0.98407 -1.53048 5.57461
47 N 0.71288 -3.21949 3.05022
48 C 0.58571 -4.27693 4.00935
49 C 2.09915 -2.93829 2.65943
50 H -3.27840 -1.44748 2.07631
51 H -2.98754 -1.24299 3.82627
52 H -3.90836 -2.63280 3.16522
53 H -1.92428 -3.48582 0.90658
54 H -2.90451 -4.31902 2.12423
55 H -1.24336 -4.67412 2.13060
56 H 1.14780 0.23730 3.65661
57 H 0.60932 0.51980 5.28016
58 H 1.71740 -0.81299 4.98575
59 H -1.88935 -2.10028 5.38163
60 H -0.40029 -2.23422 6.19170
61 H -1.15714 -0.65415 6.20240
62 H 1.14246 -5.15875 3.65260
63 H 1.07505 -4.08979 4.97530
64 H -0.43048 -4.65753 4.08551
65 H 2.71262 -2.75259 3.54917
66 H 2.15690 -2.14109 1.93119
67 H 2.47711 -3.86867 2.22349
68 O 0.04511 1.62787 1.13860
69 P -0.08215 2.91871 1.83312
70 N -0.78591 4.05951 0.86761
71 C -0.86709 5.46356 1.22876
72 C -1.54560 3.75217 -0.33949
73 N 1.27646 3.67004 2.39178
74 C 1.96603 3.09153 3.54065
75 C 2.21788 4.21023 1.40653
76 N -1.02229 2.76513 3.18635
77 C -1.89936 1.60295 3.38365
78 C -1.29701 3.84101 4.10591
79 H -0.38648 6.02758 0.42495
80 H -0.34814 5.64955 2.16922
81 H -1.88570 5.81392 1.42785
82 H -1.47893 2.69052 -0.56498
83 H -1.22828 4.40358 -1.15368
84 H -2.59641 3.96102 -0.10446
85 H 1.20996 2.83737 4.28638
86 H 2.56237 2.21247 3.28853
87 H 2.55201 3.86004 4.05022
88 H 2.78043 5.03981 1.84306
89 H 2.89475 3.42790 1.05739
90 H 1.66165 4.66258 0.58659
91 H -2.94734 1.92384 3.36336
92 H -1.71784 0.90714 2.56692
93 H -1.70693 1.19728 4.38006
94 H -1.97397 4.56962 3.64094
95 H -0.41616 4.41889 4.39884
96 H -1.76450 3.50137 5.02927
97 C 4.78973 -1.66632 -2.29770
98 N 3.84194 -0.55897 -2.63319
99 O 4.23030 0.32962 -3.36279
100 O 2.75504 -0.61411 -2.11240
101 H 4.31711 -2.55178 -2.71833
102 H 4.80761 -1.73373 -1.21491
103 H 5.73098 -1.43619 -2.77784


Molecular formula: C20H60O10
Method: DFT, ωB97M-V with the def2-TZVPD basis set

Values from the calculation:
- SMILES: CCO.CCO.CCO.CCO.CCO.CCO.CCO.CCO.CCO.CCO
- E_HOMO: -9.892 eV
- Frontier orbital gap: 10.12 eV
- Energy relative to the best compared isomer or geometry (same formula, charge and spin): 1.783 eV
- Total charge: 0
- E_LUMO: 0.226 eV

Geometry (Å):
1 C 1.29614 4.87852 0.99714
2 C 2.67171 4.30656 0.68026
3 O 3.66766 5.33283 0.66412
4 H 1.00578 5.56437 0.19578
5 H 1.25106 5.50038 1.89675
6 H 0.53443 4.10104 1.09209
7 H 2.61127 3.82791 -0.29405
8 H 2.97769 3.56491 1.43018
9 H 3.67578 5.73857 1.53602
10 C -4.24677 -1.47345 -1.15745
11 C -5.10315 -1.06405 -2.32589
12 O -4.67359 -1.71811 -3.52486
13 H -3.24310 -1.05346 -1.24167
14 H -4.20455 -2.55645 -1.06057
15 H -4.64783 -1.07840 -0.22107
16 H -5.12043 0.01688 -2.50747
17 H -6.15075 -1.33254 -2.11831
18 H -5.12328 -1.28119 -4.25143
19 C -1.58908 -1.54200 -5.13571
20 C -0.86536 -0.41586 -4.38613
21 O -1.71634 0.23354 -3.47457
22 H -0.88543 -2.09348 -5.76082
23 H -2.34111 -1.07570 -5.77820
24 H -2.10049 -2.21290 -4.44875
25 H -0.49512 0.28947 -5.14092
26 H -0.02535 -0.81390 -3.81723
27 H -2.44895 0.68690 -3.91135
28 C 3.07124 -2.78034 4.32066
29 C 2.64452 -2.89347 2.87402
30 O 1.50929 -3.77761 2.81678
31 H 2.37330 -2.37073 5.04873
32 H 3.96920 -2.15229 4.41907
33 H 3.44712 -3.71032 4.76787
34 H 3.52314 -3.23462 2.32067
35 H 2.25297 -1.93721 2.54045
36 H 1.79567 -4.63770 3.13829
37 C -3.26102 3.33978 -3.54466
38 C -4.32142 2.69546 -4.42030
39 O -4.00280 1.31467 -4.57610
40 H -2.26913 3.08722 -3.93129
41 H -3.30892 3.00123 -2.51246
42 H -3.33314 4.42475 -3.62229
43 H -4.41491 3.23387 -5.36787
44 H -5.29636 2.78780 -3.92532
45 H -4.67227 0.90729 -5.13172
46 C -1.34048 -3.32375 -0.36699
47 C -1.15077 -4.62133 0.40128
48 O -2.39645 -5.23993 0.75132
49 H -1.79246 -2.51421 0.19859
50 H -1.94073 -3.60835 -1.23311
51 H -0.35610 -2.96674 -0.68455
52 H -0.61318 -4.53042 1.34565
53 H -0.54655 -5.32386 -0.18705
54 H -2.80093 -5.58821 -0.04829
55 C 0.18314 0.66180 0.85117
56 C 0.05396 1.21185 -0.55481
57 O -1.32618 1.35572 -0.84255
58 H 1.16195 0.24815 1.08963
59 H -0.55840 -0.11787 1.02330
60 H -0.04243 1.46935 1.55592
61 H 0.50703 0.51342 -1.26904
62 H 0.57218 2.17181 -0.64439
63 H -1.49024 0.99119 -1.71845
64 C -1.20625 -0.21069 4.62173
65 C -0.48926 -0.10037 5.95159
66 O -1.40238 -0.28515 7.04820
67 H -0.49476 -0.32283 3.80664
68 H -1.81337 0.68741 4.46393
69 H -1.92693 -1.02533 4.67529
70 H 0.00146 0.87016 6.05724
71 H 0.23464 -0.90266 6.07403
72 H -1.92336 0.51802 7.13722
73 C 3.42262 -1.16238 -3.31639
74 C 3.75311 -0.01062 -2.40204
75 O 4.86891 0.71596 -2.90580
76 H 2.47236 -1.60662 -3.00379
77 H 4.15053 -1.97399 -3.27375
78 H 3.33352 -0.84657 -4.35583
79 H 4.00257 -0.37590 -1.39618
80 H 2.88636 0.64868 -2.27666
81 H 4.82303 1.61855 -2.58099
82 C 4.46354 1.85037 3.96273
83 C 3.79046 0.65493 3.31578
84 O 2.49111 0.45376 3.87560
85 H 3.68845 2.54834 4.30282
86 H 5.10185 2.44793 3.30643
87 H 5.04971 1.63836 4.85736
88 H 4.40968 -0.23312 3.45073
89 H 3.74448 0.74827 2.22177
90 H 2.02722 1.23868 3.56433


- What is the frontier orbital gap in the second record?
  8.81 eV